1.
{
  "formula": "C46H46GeN4ReSSi",
  "method": "ωB97M-V with the def2-TZVPD basis set",
  "total_energy_ev": -131765.530,
  "homo_ha": [0.024, -0.023],
  "s2": 3.80,
  "multiplicity": 4,
  "de_lowest_kj_mol": 0.0,
  "max_force_ev_per_a": 0.52,
  "molar_mass_da": 973.87,
  "charge": -2,
  "symbols": ["Re", "C", "C", "N", "N", "C", "N", "S", "C", "C", "C", "C", "C", "N", "H", "H", "H", "H", "H", "H", "H", "H", "H", "H", "C", "C", "C", "C", "C", "C", "C", "C", "C", "C", "C", "C", "C", "C", "C", "H", "H", "H", "H", "H", "H", "H", "H", "H", "H", "C", "Si", "C", "C", "C", "H", "H", "H", "H", "H", "H", "H", "H", "H", "H", "H", "C", "Ge", "C", "C", "C", "C", "C", "C", "C", "C", "C", "C", "C", "C", "C", "C", "C", "C", "C", "C", "H", "H", "H", "H", "H", "H", "H", "H", "H", "H", "H", "H", "H", "H", "H"],
  "xyz": [[-0.3484, -0.5561, 0.2398], [2.1801, 2.9553, -0.8565], [1.6092, 1.7130, -0.2590], [0.4882, 1.1231, -0.7603], [-0.0587, 1.7084, -1.9087], [0.3166, 1.3324, -3.1552], [-0.5626, 1.7389, -4.1356], [1.7360, 0.5545, -3.5268], [2.1397, 1.0889, 0.8890], [3.2610, 1.5432, 1.6304], [3.6756, 0.8421, 2.7381], [2.9902, -0.3056, 3.1360], [1.8747, -0.6846, 2.3956], [1.4674, -0.0320, 1.3067], [1.5332, 3.8170, -0.6574], [2.2841, 2.8550, -1.9357], [3.1646, 3.1691, -0.4461], [-1.0305, 1.9590, -1.7845], [-1.5432, 1.7652, -3.8870], [-0.3682, 1.2996, -5.0201], [3.7828, 2.4381, 1.3231], [4.5399, 1.1848, 3.2970], [3.2899, -0.8916, 3.9936], [1.2953, -1.5589, 2.6444], [-0.1715, -2.5183, 0.1465], [-0.1240, -3.7160, -0.1780], [-0.0655, -5.0609, -0.5397], [-0.6949, -6.0410, 0.3241], [-1.0063, -5.7060, 1.6605], [-1.6401, -6.5834, 2.5176], [-2.0121, -7.8580, 2.0946], [-1.7441, -8.2054, 0.7752], [-1.1096, -7.3274, -0.0881], [0.6245, -5.3837, -1.7812], [0.8347, -4.3852, -2.7590], [1.5199, -4.6399, -3.9308], [2.0431, -5.9022, -4.2030], [1.8728, -6.8952, -3.2462], [1.1880, -6.6461, -2.0674], [-0.7381, -4.7151, 2.0044], [-1.8486, -6.2625, 3.5330], [-2.5098, -8.5459, 2.7670], [-2.0496, -9.1775, 0.4002], [-0.9674, -7.6245, -1.1177], [0.4514, -3.3908, -2.5688], [1.6485, -3.8319, -4.6433], [2.5797, -6.0971, -5.1239], [2.2959, -7.8818, -3.4096], [1.1243, -7.4322, -1.3285], [-3.3857, 1.8199, 0.3847], [-3.4249, 0.5519, -1.0060], [-5.0353, -0.4071, -0.8206], [-3.7071, 1.6340, -2.5572], [-1.9929, -0.5841, -1.2078], [-4.0911, 2.6333, 0.1849], [-2.3825, 2.2338, 0.5137], [-3.6505, 1.3532, 1.3353], [-5.9011, 0.2584, -0.7595], [-5.0120, -1.0125, 0.0892], [-5.1732, -1.0857, -1.6657], [-4.6883, 2.1122, -2.4770], [-3.7015, 1.0400, -3.4759], [-2.9864, 2.4521, -2.6623], [-1.5940, -0.4842, -2.2315], [-2.4003, -1.6004, -1.1549], [-1.2791, -0.3817, 1.7462], [-1.4586, -0.0321, 3.5751], [-3.3868, 0.0187, 4.0480], [-4.2902, -0.6104, 3.1929], [-5.6428, -0.6849, 3.5022], [-6.1170, -0.1256, 4.6804], [-5.2318, 0.5020, 5.5475], [-3.8801, 0.5672, 5.2312], [-0.7624, -1.4755, 4.7338], [-0.5389, -2.7240, 4.1503], [-0.0432, -3.7850, 4.8960], [0.2502, -3.6101, 6.2432], [0.0436, -2.3730, 6.8379], [-0.4642, -1.3183, 6.0861], [-0.7296, 1.6743, 4.2277], [-1.4771, 2.8510, 4.1901], [-0.9208, 4.0690, 4.5677], [0.3996, 4.1258, 4.9894], [1.1634, 2.9660, 5.0213], [0.6020, 1.7550, 4.6381], [-3.9166, -1.0347, 2.2652], [-6.3265, -1.1791, 2.8215], [-7.1723, -0.1786, 4.9234], [-5.5947, 0.9415, 6.4703], [-3.2021, 1.0576, 5.9228], [-0.7258, -2.8498, 3.0868], [0.1216, -4.7434, 4.4175], [0.6452, -4.4353, 6.8249], [0.2776, -2.2258, 7.8866], [-0.6209, -0.3564, 6.5653], [-2.5079, 2.8227, 3.8549], [-1.5181, 4.9726, 4.5242], [0.8378, 5.0742, 5.2798], [2.2012, 3.0050, 5.3314], [1.2162, 0.8609, 4.6388]],
  "mulliken_spin": [1.00, -0.04, 0.29, 0.31, -0.03, 0.01, 0.00, 0.00, 0.12, 0.17, -0.05, 0.23, -0.06, 0.17, 0.03, 0.01, 0.00, -0.01, 0.00, 0.00, 0.03, 0.00, 0.02, -0.02, 0.09, 0.13, 0.00, -0.01, 0.00, -0.03, 0.05, -0.03, 0.04, -0.01, 0.04, -0.02, 0.04, -0.02, 0.03, 0.04, 0.00, 0.01, 0.00, 0.01, 0.02, 0.00, 0.01, 0.00, 0.01, 0.05, -0.01, 0.01, 0.00, 0.04, 0.00, -0.01, -0.02, 0.00, 0.00, 0.00, 0.00, 0.00, 0.00, -0.02, 0.01, 0.21, -0.02, 0.00, 0.01, 0.01, 0.00, 0.00, 0.00, 0.05, -0.01, -0.01, 0.01, 0.00, 0.02, 0.03, 0.02, 0.00, 0.00, 0.01, 0.03, 0.01, 0.00, 0.00, 0.00, 0.00, 0.00, 0.00, 0.00, 0.00, 0.00, 0.00, 0.00, 0.00, 0.00, -0.01]
}

=====

2.
{
  "formula": "C2H4N4S",
  "method": "ωB97M-V with the def2-TZVPD basis set",
  "smiles": "Nc1n[nH]c(S)n1",
  "total_energy_ev": -18934.135,
  "homo_ha": -0.298,
  "de_lowest_kj_mol": 40.2,
  "max_force_ev_per_a": 3.95,
  "molar_mass_da": 116.15,
  "symbols": ["N", "C", "N", "N", "C", "S", "N", "H", "H", "H", "H"],
  "xyz": [[-2.6738, -0.7160, 0.0432], [-1.4333, -0.1608, -0.0134], [-1.2292, 1.2037, 0.0780], [0.0902, 1.2577, -0.0218], [0.6131, 0.0149, -0.0304], [2.3277, -0.2726, -0.0337], [-0.3266, -0.8549, -0.0034], [-3.4693, -0.1318, -0.0336], [-2.8296, -1.6345, -0.4005], [0.5662, 2.1939, -0.0780], [2.3871, -1.4242, 0.6416]],
  "lowdin_charge": [0.12, -0.49, 0.07, -0.05, -0.79, 0.80, 0.11, 0.07, 0.11, 0.18, -0.13]
}

=====

3.
{
  "formula": "C3H6O2",
  "method": "ωB97M-V with the def2-TZVPD basis set",
  "smiles": "O=CO.C=C",
  "total_energy_ev": -7302.054,
  "homo_ha": -0.374,
  "de_lowest_kj_mol": 156.7,
  "max_force_ev_per_a": 1.06,
  "molar_mass_da": 74.08,
  "symbols": ["O", "C", "O", "H", "H", "C", "C", "H", "H", "H", "H"],
  "xyz": [[-1.5542, -2.8727, -1.7479], [-2.1184, -3.0066, -0.7098], [-2.0229, -4.1425, 0.0326], [-2.8020, -2.2989, -0.2286], [-2.0106, -4.9356, -0.5286], [2.3804, 2.9251, 0.7367], [1.1415, 2.8634, 0.2845], [3.0364, 3.7860, 0.6796], [2.7982, 2.0997, 1.3020], [0.5659, 3.6477, -0.1916], [0.5856, 1.9344, 0.3709]],
  "lowdin_charge": [0.08, -0.38, 0.04, 0.14, 0.12, -0.09, -0.09, 0.04, 0.04, 0.04, 0.04]
}